Here is a structure of composition C34H34BrCl3N6O8PdS2 from the Open Molecules 2025 dataset. Energies are from ωB97M-V with the def2-TZVPD basis set.

Relative energy (zero: lowest compared OMol25 entry of this formula, charge and spin) in kJ/mol: 0.0
E_LUMO in Ha: 0.1358
Frontier orbital gap in eV: 5.0
Net charge: -2
E_HOMO in eV: -1.3

```
89
Properties=species:S:1:pos:R:3:mulliken_charge:R:1
Pd -0.82704 0.15821 -1.04401 0.33
Br -1.30660 -1.19542 -4.61360 -0.24
C -1.62131 0.39627 -3.56472 0.01
C -2.87344 0.96107 -3.61560 -0.40
C -3.05207 2.16032 -2.91926 -0.40
C -1.98823 2.69812 -2.24025 -0.25
C -0.73456 2.04767 -2.24979 1.03
N -0.52421 0.91276 -2.99246 -0.69
C 0.51155 2.81276 -1.76012 -0.18
O 0.54378 4.01556 -2.08933 -0.80
O 1.35167 2.17079 -1.08497 -0.60
H -3.67741 0.46954 -4.14235 0.39
H -4.02278 2.63971 -2.90376 0.36
H -2.06531 3.63735 -1.71122 0.44
Cl 5.73250 1.96098 3.87004 -0.26
C 5.48321 1.60306 2.17798 0.43
C 4.31679 1.99928 1.55194 -1.26
C 4.15453 1.72271 0.20298 0.12
C 5.13335 1.04636 -0.52680 -0.52
C 4.86593 0.78686 -1.99572 0.87
C 4.49805 -0.66595 -2.31474 -1.93
N 3.22772 -1.07087 -1.76578 0.49
C 2.95686 -1.44197 -0.46374 -0.58
C 1.62106 -1.71190 -0.42576 -0.27
N 1.06773 -1.53424 -1.67593 -0.39
C 2.05023 -1.14436 -2.43832 -0.18
O 5.99303 1.08512 -2.81639 -0.44
C 6.18056 2.47469 -3.08519 -0.76
C 5.06754 3.03983 -3.91333 0.01
C 4.11916 3.90712 -3.45551 0.72
Cl 4.09547 4.66041 -1.92189 -0.16
S 2.87316 4.19849 -4.59586 -0.09
C 3.64031 3.17806 -5.73975 -0.44
C 4.77776 2.62147 -5.24661 -0.71
C 6.27706 0.63785 0.15084 0.95
Cl 7.54011 -0.28775 -0.63171 -0.24
C 6.46999 0.91591 1.49512 -0.81
H 3.53895 2.51168 2.10045 0.50
H 3.21770 2.01332 -0.28409 0.76
H 4.00703 1.40951 -2.26853 0.21
H 5.28182 -1.33912 -1.96211 0.35
H 4.45040 -0.74764 -3.40101 0.43
H 3.71933 -1.44923 0.29578 0.44
H 1.01872 -1.99984 0.42195 0.42
H 1.96722 -0.88781 -3.48403 0.31
H 7.12939 2.52802 -3.62317 0.44
H 6.28157 3.04308 -2.15498 0.35
H 3.18270 3.00990 -6.70100 0.43
H 5.39079 1.91413 -5.78896 0.42
H 7.37082 0.59167 1.99541 0.44
C -2.49518 -3.76799 6.45031 -1.40
C -3.30751 -3.40424 5.23597 1.09
C -4.29367 -4.25396 4.75148 -0.75
C -5.00972 -3.93392 3.60554 -0.44
C -4.73479 -2.74927 2.94519 0.27
C -3.74422 -1.89389 3.40698 -0.50
C -3.04563 -2.22127 4.55143 -1.00
S -5.66318 -2.30449 1.50180 1.31
O -6.26690 -1.01840 1.76048 -0.78
O -6.50859 -3.43573 1.21361 -0.80
N -4.63684 -2.08658 0.29266 0.06
C -3.72990 -3.15164 -0.16506 -1.01
C -2.34128 -2.58852 -0.40146 -0.30
C -1.68066 -2.12338 0.90961 0.84
O -1.56076 -2.97575 1.80966 -0.79
O -1.32020 -0.91300 0.96357 -0.80
H -2.78000 -4.74703 6.83673 0.35
H -2.62689 -3.03549 7.25000 0.32
H -1.43282 -3.79598 6.20212 0.31
H -4.49382 -5.18791 5.26538 0.27
H -5.77544 -4.58863 3.21412 0.49
H -3.48330 -1.01023 2.84119 0.51
H -2.24397 -1.57360 4.88621 0.35
H -4.32423 -1.11666 0.17420 0.21
H -4.13167 -3.57176 -1.09094 0.46
H -3.69019 -3.94807 0.58102 0.36
H -2.39348 -1.76117 -1.11768 -0.08
H -1.71925 -3.37156 -0.84156 0.40
C -3.95629 1.97602 3.29809 -1.19
N -4.41536 1.45061 2.03754 -0.04
C -3.62355 1.27544 0.92125 0.62
N -2.41551 1.90986 0.94746 -0.01
O -4.05515 0.63570 -0.03208 -0.82
H -3.03780 1.48868 3.64688 0.33
H -4.72397 1.79425 4.04854 0.38
H -3.77381 3.05342 3.24808 0.34
H -5.24681 0.87768 2.02765 0.39
H -2.03645 2.08620 1.86397 0.36
H -1.69379 1.51872 0.30992 -0.35
```



Here is a structure of composition C34H40Cl5N2O5PSn at a distorted geometry from the Open Molecules 2025 dataset. Energies are from ωB97M-V with the def2-TZVPD basis set.

Relative energy (zero: lowest compared OMol25 entry of this formula, charge and spin) in kJ/mol: 60.2
E_LUMO in Ha: -0.0125
Frontier orbital gap in eV: 6.6
E_HOMO in eV: -7.0

```
88
Properties=species:S:1:pos:R:3:mulliken_charge:R:1
Sn -1.02587 1.20346 -1.68405 1.30
O -2.96343 1.85739 -4.92517 -0.44
C -3.34237 0.57871 -5.14904 -0.88
C -2.32825 -0.47254 -4.70517 -0.76
N -1.94823 -0.78179 -3.19989 0.74
C -3.14502 -1.09168 -2.42553 0.48
C -3.93378 0.17531 -2.22291 0.06
O -5.11529 0.16327 -2.40808 -0.67
O -3.19085 1.23028 -1.90152 -0.62
C -1.06266 -1.90486 -3.32020 -1.28
C -0.80565 -2.70211 -2.10027 0.13
O -1.35511 -3.75023 -1.83472 -0.57
O 0.02979 -2.04007 -1.23702 0.15
H -3.41925 2.16092 -4.06206 0.36
H -3.24867 0.53829 -6.26564 0.38
H -4.39927 0.33007 -4.87135 0.31
H -1.44799 -0.11119 -5.20127 0.45
H -2.48733 -1.48480 -5.08609 0.43
H -2.91217 -1.35451 -1.38956 -0.46
H -3.88657 -1.83357 -2.89835 0.30
H -0.10518 -1.52352 -3.78964 0.37
H -1.42939 -2.66231 -3.97992 0.60
C 3.74382 -1.60111 0.66636 -1.58
C 2.51968 -1.57087 -0.25916 0.65
C 2.41476 -0.24114 -1.00644 -0.89
P 0.73752 -2.08826 0.24184 -0.05
C 0.70636 -3.81512 0.84404 0.44
C -0.67831 -4.35604 1.13032 -1.39
C 1.33906 -4.72564 -0.21139 -1.28
C -0.25913 -0.94444 1.02974 0.90
C -1.66444 -1.11131 0.88322 -1.06
C -2.55643 -0.33932 1.60545 0.65
C -4.11163 -0.53339 1.41862 -1.77
C -1.98010 0.51215 2.53255 -1.24
C -0.63887 0.69997 2.77255 -1.04
C 0.31597 -0.13670 2.10397 0.25
N 1.60262 -0.30258 2.35927 0.55
C 2.16550 0.42159 3.38148 -0.96
C 2.45199 -0.15134 4.63049 0.48
C 1.81433 -1.43415 5.02880 -1.10
C 3.18915 0.60278 5.53764 -0.65
C 3.64762 1.87186 5.34873 0.33
C 4.19833 2.74122 6.48818 -1.48
C 3.38495 2.43331 4.04654 -0.91
C 2.59418 1.77358 3.09552 1.31
C 2.34454 2.31730 1.73684 -1.17
H 4.63673 -1.96793 0.09002 0.38
H 3.65631 -2.06692 1.61299 0.35
H 4.02622 -0.57574 1.09417 0.31
H 2.70989 -2.37326 -1.03809 0.75
H 2.25286 0.49131 -0.22476 -0.24
H 1.70405 -0.19854 -1.79153 0.12
H 3.42428 0.01669 -1.45390 0.44
H 1.29313 -3.72092 1.75522 0.58
H -1.18605 -4.36310 0.19176 0.28
H -1.24947 -3.83788 1.93084 0.25
H -0.61546 -5.39298 1.46576 0.53
H 0.82373 -4.47861 -1.15907 0.24
H 1.11869 -5.76279 -0.04510 0.48
H 2.46401 -4.64641 -0.36284 0.27
H -1.91217 -1.85469 0.12783 0.71
H -4.56040 0.02668 0.60646 0.25
H -4.64894 -0.30309 2.29008 0.52
H -4.33946 -1.61041 1.24448 0.32
H -2.59990 1.14476 3.10160 0.52
H -0.35146 1.34244 3.52012 0.88
H 2.34953 -2.31523 4.48958 0.15
H 0.71353 -1.32650 4.87085 0.17
H 1.87409 -1.67531 6.09595 0.45
H 3.41297 0.08644 6.45935 0.41
H 3.49136 2.76101 7.32276 0.34
H 4.34387 3.79222 6.16619 0.34
H 5.23545 2.50040 6.69354 0.32
H 3.72633 3.40453 3.83040 0.43
H 1.22126 2.27965 1.46977 0.08
H 2.93340 1.87634 0.97270 0.32
H 2.62122 3.40864 1.76289 0.40
Cl -2.97096 4.20917 -1.23037 -0.15
C -2.01150 4.28952 -2.72210 0.49
C -1.26678 3.09923 -2.99784 -1.89
C -0.34582 3.13929 -4.03565 0.85
Cl 0.69779 1.72802 -4.31455 -0.23
C -0.24140 4.25125 -4.91701 -0.17
Cl 0.75882 4.03812 -6.30734 -0.20
C -1.06738 5.28570 -4.68802 0.59
Cl -1.06606 6.63795 -5.75172 -0.19
C -1.94192 5.35351 -3.55933 0.43
Cl -2.87332 6.76057 -3.31386 -0.19
```



Here is a cluster of 2 separate species, C3H2O4 in total at a distorted geometry from the Open Molecules 2025 dataset. Energies are from ωB97M-V with the def2-TZVPD basis set.

Relative energy (zero: lowest compared OMol25 entry of this formula, charge and spin) in kJ/mol: 123.8
E_LUMO in Ha: 0.0111
SMILES string: O=C=CO.O=C=O
Frontier orbital gap in eV: 9.1
E_HOMO in eV: -8.8

```
9
Properties=species:S:1:pos:R:3:nbo_charge:R:1
O 0.74120 -2.01487 0.16097 -0.43
C -0.09170 -1.22120 0.24246 0.67
C -1.05760 -0.28343 0.21556 -0.27
O -1.78726 -0.23177 -0.96831 -0.66
H -1.54654 -0.08401 1.25732 0.22
H -2.09910 0.64496 -0.89071 0.48
O 2.18930 0.75821 -1.07899 -0.50
C 1.96279 1.04465 -0.00133 1.02
O 1.68889 1.38746 1.06302 -0.52
```



Here is a cluster of 3 separate species, C3H11NO3 in total at a distorted geometry from the Open Molecules 2025 dataset. Energies are from ωB97M-V with the def2-TZVPD basis set.

Relative energy (zero: lowest compared OMol25 entry of this formula, charge and spin) in kJ/mol: 82.7
E_LUMO in Ha: 0.0209
SMILES string: CCC(N)=O.O.O
Frontier orbital gap in eV: 10.3
E_HOMO in eV: -9.7

```
18
Properties=species:S:1:pos:R:3:nbo_charge:R:1
C 0.46255 -2.37333 1.79803 -0.60
C -0.63545 -1.47706 1.17312 -0.50
C 0.09807 -0.42072 0.40782 0.67
N 0.35845 0.84023 0.93301 -0.82
O 0.39674 -0.60348 -0.76227 -0.64
H 0.16894 -3.41331 1.79299 0.22
H 1.40392 -2.24281 1.24257 0.22
H 0.77277 -2.00892 2.77012 0.21
H -1.18399 -1.00943 1.99360 0.20
H -1.40198 -2.02932 0.63453 0.24
H -0.00164 0.99334 1.85964 0.39
H 0.77344 1.56865 0.38943 0.41
O 1.77628 1.30998 -3.99040 -0.94
H 1.51341 1.42472 -3.06731 0.47
H 1.28813 0.51769 -4.25505 0.47
O -1.83872 3.05962 -0.60063 -0.94
H -1.53518 3.51272 -1.38310 0.47
H -2.41574 2.35142 -0.93609 0.47
```



Here is a structure of composition C46H50ILuN3OP3Se2 at a distorted geometry from the Open Molecules 2025 dataset. Energies are from ωB97M-V with the def2-TZVPD basis set.

Relative energy (zero: lowest compared OMol25 entry of this formula, charge and spin) in kJ/mol: 0.0
E_LUMO in Ha: -0.1730
Frontier orbital gap in eV: 8.3
Net charge: +2
E_HOMO in eV: -13.0

```
107
Properties=species:S:1:pos:R:3:mulliken_charge:R:1
Lu -0.52318 0.88428 -0.50520 0.94
Se 2.01281 1.51458 0.27555 -0.25
P 1.63484 3.05065 -1.20470 0.42
Se -0.28894 2.97683 -2.18438 -0.34
C 1.76799 4.59520 -0.22620 0.93
C 2.97124 4.69425 0.53415 -0.72
C 3.19970 5.83227 1.26096 -0.59
C 2.20420 6.79577 1.40679 -0.56
C 0.97910 6.60840 0.83803 -0.78
C 0.74490 5.51587 -0.04760 -0.53
C 2.86342 3.04673 -2.45802 1.32
C 4.06337 2.32628 -2.35308 -0.38
C 4.97377 2.47607 -3.33978 -0.74
C 4.71540 3.22667 -4.46874 -0.48
C 3.61520 4.04096 -4.56062 -0.73
C 2.71173 3.96228 -3.50140 -0.64
H 3.67695 3.88868 0.42887 0.36
H 4.10487 5.92449 1.85035 0.38
H 2.47124 7.62656 1.98589 0.48
H 0.27435 7.41416 0.95444 0.45
H -0.20391 5.45665 -0.51139 0.52
H 4.29433 1.74747 -1.45671 0.31
H 5.88328 1.86343 -3.34517 0.36
H 5.44906 3.27622 -5.23355 0.43
H 3.44971 4.64411 -5.45106 0.42
H 1.88664 4.70855 -3.50985 0.32
I -3.21296 2.19028 0.49055 0.16
C -4.31314 0.42189 0.93448 0.42
C -5.42588 0.30446 0.12137 -1.01
C -6.48653 -0.53842 0.64663 -0.62
C -6.44886 -1.08192 1.88161 -1.09
C -5.20870 -1.03042 2.61867 0.73
C -5.22474 -1.63949 3.95254 -0.91
C -4.04686 -1.66478 4.69217 -1.33
C -2.86674 -1.09094 4.11086 -0.70
C -2.89680 -0.38521 2.92010 1.56
P -1.27975 0.31675 2.33593 0.36
C -1.06218 1.87272 3.27982 0.61
C -1.25382 2.01322 4.62100 -0.32
C -0.85206 3.13018 5.30142 -0.85
C -0.30759 4.18653 4.63126 -0.66
C 0.00085 4.02889 3.23377 -0.25
C -0.44413 2.92131 2.57057 0.10
C 0.13792 -0.63619 2.91964 0.45
C 0.18341 -2.04672 3.04779 -0.28
C 1.33180 -2.77201 3.33182 -0.93
C 2.52220 -2.09002 3.55301 -0.54
C 2.51962 -0.75105 3.44824 -0.94
C 1.37850 -0.02453 3.09290 -1.06
C -4.11982 -0.27681 2.18372 -0.09
H -5.56297 0.84515 -0.82206 0.48
H -7.32175 -0.81800 -0.01156 0.40
H -7.24040 -1.61629 2.26629 0.52
H -6.10839 -2.13796 4.26122 0.47
H -4.09040 -2.04225 5.70925 0.44
H -1.97549 -1.06571 4.65041 0.70
H -1.61291 1.14740 5.17659 0.35
H -1.09098 3.21895 6.35538 0.43
H -0.11659 5.18048 5.13506 0.36
H 0.70892 4.67605 2.81592 0.35
H -0.24461 2.84806 1.51991 0.40
H -0.76901 -2.60099 2.93479 0.32
H 1.27751 -3.82188 3.55570 0.55
H 3.43008 -2.63611 3.92594 0.38
H 3.40603 -0.20863 3.62982 0.54
H 1.54541 1.01659 2.91547 0.98
O -0.59783 -0.94252 -1.30988 0.41
P -0.15504 -2.28515 -1.89259 -1.92
N -0.48882 -2.12171 -3.46891 0.28
C -1.16861 -0.93277 -4.11234 -0.11
C -1.47310 -1.47016 -5.47905 -0.87
C -0.37011 -2.56072 -5.77242 -0.70
C -0.20181 -3.23551 -4.37836 -0.41
N -0.97306 -3.49892 -1.22644 1.00
C -2.38875 -3.39844 -0.66943 -0.13
C -2.60547 -4.64338 0.15554 -0.86
C -1.17830 -5.13036 0.47074 -0.18
C -0.44855 -4.87195 -0.85807 -0.75
N 1.43242 -2.52370 -1.70141 0.68
C 2.38700 -2.05581 -2.74411 -0.62
C 3.55574 -1.53121 -2.01486 0.13
C 3.51342 -2.26911 -0.71292 -1.01
C 2.01686 -2.38146 -0.39197 0.45
H -0.46571 -0.11878 -4.13805 0.25
H -2.07281 -0.73100 -3.52631 0.08
H -1.54538 -0.75959 -6.25114 0.45
H -2.41777 -1.98215 -5.44552 0.34
H 0.59070 -2.11576 -6.13574 0.29
H -0.78948 -3.29073 -6.48201 0.38
H 0.85266 -3.58622 -4.19194 0.24
H -0.92626 -4.07848 -4.22935 0.27
H -3.16985 -3.23527 -1.38804 0.28
H -2.41979 -2.53324 0.00247 -0.13
H -3.13441 -5.33199 -0.39724 0.46
H -3.05463 -4.37715 1.13442 0.28
H -1.18249 -6.12839 0.79124 0.51
H -0.78011 -4.49074 1.23548 -0.28
H -0.77507 -5.51878 -1.62484 0.42
H 0.64919 -4.85574 -0.77227 0.41
H 1.86041 -1.44412 -3.48775 0.50
H 2.77019 -2.84132 -3.35737 0.23
H 3.47553 -0.46037 -1.90685 -0.62
H 4.45261 -1.74765 -2.60936 0.58
H 3.99776 -1.87197 0.15752 0.46
H 3.90434 -3.28381 -0.78550 0.36
H 1.60882 -1.50350 0.15541 -0.59
H 1.92526 -3.30041 0.24363 0.02
```